The following is a quantum chemistry calculation of a 3-piece molecular cluster, C7H20NO2 overall, from OMol25.

Total charge ... +2
E_HOMO (spin up / spin down) ... -0.64452 / -0.64452 Ha
Orbital gap (spin up / spin down) ... 10.0177 / 6.1580 eV
Multiplicity ... 2
Largest force on an atom ... 3.2 eV Å⁻¹
LUMO level (spin up / spin down) ... -0.276 / -0.418 hartree

Bonds (Å) are listed after each position.
Positions of all 30 atoms, in Å:
1 O -0.80742 -0.52527 4.36044  H16 0.968, H19 0.962
2 O -3.44308 2.13837 1.23491  H13 0.956, H29 0.962
3 N -0.57306 0.39512 1.74430  C9 1.508, H15 1.029, H24 1.026, H26 1.054
4 C 0.84208 -1.33803 0.49156  C6 1.532, C9 1.560, H17 1.094, H18 1.109
5 C 0.95976 -0.48795 -3.19830  C8 1.391, C10 1.500, H27 1.087
6 C 1.45391 -1.57367 -0.89335  C4 1.532, C8 1.524, H20 1.115, H23 1.061
7 C 1.36992 1.16153 0.59711  C9 1.524, H14 1.091, H25 1.105, H28 1.101
8 C 0.56072 -1.19421 -2.06886  C5 1.391, C6 1.524, H30 1.080
9 C 0.26794 0.11177 0.52469  N3 1.508, C4 1.560, C7 1.524, H22 1.134
10 C -0.01487 -0.02758 -4.24078  C5 1.500, H11 1.108, H12 1.116, H21 1.098
11 H -0.98080 -0.56409 -4.15939  C10 1.108
12 H -0.18648 1.03918 -3.96007  C10 1.116
13 H -3.42362 2.84225 0.58865  O2 0.956
14 H 1.04450 2.20231 0.56872  C7 1.091
15 H -0.48992 1.37606 2.04260  N3 1.029
16 H -1.71877 -0.27701 4.57029  O1 0.968
17 H 1.53576 -1.52831 1.31648  C4 1.094
18 H 0.01504 -2.07706 0.51372  C4 1.109
19 H -0.47064 -0.98055 5.13853  O1 0.962
20 H 1.70013 -2.65410 -1.02006  C6 1.115
21 H 0.43738 -0.10136 -5.23846  C10 1.098
22 H -0.53687 0.26816 -0.25843  C9 1.134
23 H 2.37429 -1.05057 -0.96074  C6 1.061
24 H -1.57504 0.17799 1.70365  N3 1.026
25 H 2.06309 1.07137 -0.25921  C7 1.105
26 H -0.03247 -0.09278 2.50669  N3 1.054
27 H 2.01884 -0.32964 -3.38784  C5 1.087
28 H 1.98504 1.06682 1.50495  C7 1.101
29 H -3.91528 2.37262 2.03911  O2 0.962
30 H -0.46008 -1.42138 -1.80092  C8 1.080

The following is a quantum chemistry calculation of a 4-piece molecular cluster, C3H15N2O3 overall, from OMol25.

Total charge ... +2
E_HOMO (spin up / spin down) ... -0.62972 / -0.62974 Ha
Orbital gap (spin up / spin down) ... 9.2122 / 4.9453 eV
Multiplicity ... 2
Largest force on an atom ... 6.7 eV Å⁻¹
LUMO level (spin up / spin down) ... -0.291 / -0.448 hartree

Bonds (Å) are listed after each position.
Positions of all 23 atoms, in Å:
1 O 0.11057 1.43143 -2.71832  H15 0.927, H21 0.913
2 O -3.40797 -2.36409 2.69372  H10 0.977, H11 0.930
3 O 2.61894 1.17318 -2.27572  H18 0.890, H22 0.989
4 N -1.30419 0.24501 -0.85578  C8 1.506, H13 0.972, H14 1.006, H20 1.041
5 N 1.46254 -0.08614 -0.01855  C7 1.448, H9 1.004, H16 1.031
6 C 1.01044 -0.29826 2.33501  C7 1.512, H17 1.108, H19 1.080, H23 1.162
7 C 0.39822 -0.19810 0.95645  N5 1.448, C6 1.512, C8 1.345
8 C -0.87753 -0.14762 0.53384  N4 1.506, C7 1.345, H12 1.203
9 H 1.47012 -0.29093 -1.00092  N5 1.004
10 H -3.40899 -2.51934 3.65784  O2 0.977
11 H -4.31603 -2.31500 2.49758  O2 0.930
12 H -1.88798 -0.27697 1.17423  C8 1.203
13 H -0.58293 0.61888 -1.38865  N4 0.972
14 H -1.88636 1.06128 -0.77384  N4 1.006
15 H 0.33753 2.32728 -2.64815  O1 0.927
16 H 2.38769 -0.28133 0.39202  N5 1.031
17 H 0.34459 -1.00285 2.87193  C6 1.108
18 H 2.81980 2.02939 -2.41476  O3 0.890
19 H 1.99330 -0.74524 2.35294  C6 1.080
20 H -1.63917 -0.55714 -1.42937  N4 1.041
21 H 0.95740 1.10780 -2.82473  O1 0.913
22 H 3.33335 0.90422 -1.64678  O3 0.989
23 H 1.21017 0.76768 2.75167  C6 1.162

The following is a quantum chemistry calculation of one molecule with the formula C21H21N5O2S, from OMol25.

Total charge ... 0
E_HOMO ... -0.29984 Ha
Orbital gap ... 7.7771 eV
Largest force on an atom ... 5.7 eV Å⁻¹
SMILES ... C=CC(=O)N1CC[C@]2(C1)C[C@H](n1c(NC(=O)c3ccns3)nc3ccccc31)C2
LUMO level ... -0.014 hartree

Bonds (Å) are listed after each position.
Positions of all 50 atoms, in Å:
1 S 3.04422 5.48010 -2.31812  N5 1.726, C24 1.801
2 O 2.06744 3.10635 -0.34176  C16 1.241
3 O 1.94095 -5.64391 0.22368  C9 1.251
4 N -0.16903 3.12629 -0.76906  C13 1.320, C16 1.368, H41 1.004
5 N 2.36419 6.72112 -3.30600  S1 1.726, C20 1.311
6 N -1.76059 3.42917 0.63911  C13 1.337, C27 1.390
7 N 1.70523 -3.35974 -0.02617  C9 1.429, C17 1.450, C26 1.469
8 N -0.15712 1.89617 1.34774  C13 1.356, C14 1.515, C22 1.387
9 C 2.42402 -4.50835 0.42744  O3 1.251, N7 1.429, C10 1.430
10 C 3.53856 -4.58802 1.32043  C9 1.430, C19 1.387, H44 1.135
11 C 0.49219 5.49917 -2.65584  C20 1.452, C24 1.370, H45 1.045
12 C -1.11014 1.64436 3.57719  C22 1.340, C25 1.438, H38 1.100
13 C -0.61691 2.77276 0.42119  N4 1.320, N6 1.337, N8 1.356
14 C 0.85710 0.78987 1.14156  N8 1.515, C21 1.570, C28 1.563, H39 1.106
15 C -2.97919 3.56922 2.82807  C27 1.424, C29 1.346, H30 1.046
16 C 1.08742 3.65745 -0.86792  O2 1.241, N4 1.368, C24 1.596
17 C 2.12050 -2.00319 0.27155  N7 1.450, C18 1.563, H47 1.079, H49 1.138
18 C 0.84238 -1.11948 0.10216  C17 1.563, C21 1.487, C23 1.643, C28 1.457
19 C 4.23763 -5.65768 1.85854  C10 1.387, H32 1.086, H40 1.142
20 C 1.06417 6.59232 -3.42064  N5 1.311, C11 1.452, H46 1.093
21 C 1.15045 0.27540 -0.31242  C14 1.570, C18 1.487, H34 1.103, H37 1.076
22 C -1.03528 2.22197 2.37031  N8 1.387, C12 1.340, C27 1.319
23 C -0.10268 -2.10296 -0.81310  C18 1.643, C26 1.504, H31 1.053, H36 1.117
24 C 1.42100 4.80836 -1.92213  S1 1.801, C11 1.370, C16 1.596
25 C -2.16358 2.11583 4.43441  C12 1.438, C29 1.410, H43 1.107
26 C 0.29759 -3.49857 -0.42110  N7 1.469, C23 1.504, H35 1.060, H50 1.081
27 C -1.96428 3.06594 1.96502  N6 1.390, C15 1.424, C22 1.319
28 C 0.25753 -0.63838 1.34672  C14 1.563, C18 1.457, H33 1.069, H42 1.047
29 C -3.06775 3.14516 4.10258  C15 1.346, C25 1.410, H48 1.129
30 H -3.65516 4.27418 2.45440  C15 1.046
31 H -1.12618 -1.93718 -0.63013  C23 1.053
32 H 3.73722 -6.61901 1.78190  C19 1.086
33 H -0.80777 -0.62550 1.26305  C28 1.069
34 H 2.21395 0.47613 -0.52761  C21 1.103
35 H 0.19475 -4.22973 -1.18100  C26 1.060
36 H 0.19170 -1.89672 -1.87041  C23 1.117
37 H 0.68182 0.64189 -1.20957  C21 1.076
38 H -0.41257 0.84499 3.86645  C12 1.100
39 H 1.81399 0.99104 1.65787  C14 1.106
40 H 5.29278 -5.54400 2.28052  C19 1.142
41 H -0.85626 3.79008 -1.07848  N4 1.004
42 H 0.59118 -1.13654 2.20518  C28 1.047
43 H -2.35872 1.58788 5.38748  C25 1.107
44 H 4.03494 -3.57115 1.40537  C10 1.135
45 H -0.53072 5.34829 -2.50347  C11 1.045
46 H 0.48124 7.26486 -4.05515  C20 1.093
47 H 2.40928 -1.97042 1.31060  C17 1.079
48 H -3.85335 3.58775 4.78238  C29 1.129
49 H 2.94991 -1.69285 -0.44283  C17 1.138
50 H -0.31921 -3.92188 0.35886  C26 1.081